Entry 1:
The following is a quantum chemistry calculation of C12H13N7O4 in the gas phase, from the OMol25 dataset.

```
36
Properties=species:S:1:pos:R:3:forces:R:3
N 0.310 -4.099 2.527 -1.09 1.01 -0.59
H 1.901 -0.597 5.461 -0.05 0.13 -0.11
N -0.005 0.265 5.346 0.51 0.12 -0.57
N -2.766 -1.498 -1.952 -0.57 -1.03 -0.83
C -2.305 -0.142 1.577 0.31 2.22 1.53
H 0.339 -0.711 3.182 -1.42 0.27 -0.32
N -2.098 -0.363 5.330 -0.03 -0.40 -0.59
H 0.217 -0.445 7.293 -0.03 0.15 -0.02
C -1.019 -2.222 1.353 -0.23 0.83 0.02
O -2.520 1.694 3.109 0.00 0.07 0.58
C -0.994 -0.227 4.583 0.66 -0.23 -0.44
N -0.683 -0.538 3.276 4.13 1.68 4.38
C -0.364 0.310 6.748 0.45 0.03 0.40
O -3.305 1.737 0.990 0.21 0.59 0.55
N -2.637 1.105 2.046 -0.53 -2.31 -2.60
H 1.527 0.131 3.878 0.04 0.24 0.53
C -1.838 -0.020 6.730 -0.48 0.06 0.33
C -1.466 -2.284 0.028 -0.57 1.11 -0.34
C -2.612 -0.172 0.214 -1.83 2.39 -2.61
H -3.882 -1.296 5.852 0.27 -0.01 0.11
C -1.513 -1.114 2.401 -4.64 -4.31 -3.63
O -3.372 -0.623 -2.606 1.18 -0.93 1.63
H 1.876 1.169 5.243 -0.04 0.02 0.06
C -2.238 -1.265 -0.636 0.34 -0.84 1.01
N -3.265 0.995 -0.175 1.75 -2.64 1.85
C -0.345 -3.305 1.972 1.34 -0.76 0.47
O -2.631 -2.673 -2.394 0.05 1.68 0.49
H -2.173 -1.782 3.029 0.10 0.84 -0.89
C -3.417 -0.839 4.978 -0.81 -0.48 -0.39
H -0.177 1.291 7.201 0.13 -0.18 -0.24
H -2.080 -0.868 7.386 0.01 0.11 -0.31
H -4.100 -0.050 4.659 0.30 0.23 -0.12
H -2.445 0.828 7.073 -0.01 -0.12 -0.36
C 1.389 0.237 4.962 0.47 -0.05 0.00
H -1.256 -3.137 -0.628 0.15 0.14 0.63
H -3.390 -1.616 4.207 -0.07 0.38 0.37
```
Forces are in eV/Å.

Values from the calculation:
total energy = -31265.872 eV
gap between HOMO and LUMO = 6.9486 eV
total charge = 0
energy relative to the best compared isomer or geometry (same formula, charge and spin) = 2.057 eV

---

Entry 2:
The following is a quantum chemistry calculation of C12H13NOS in the gas phase, from the OMol25 dataset.

```
28
Properties=species:S:1:pos:R:3:forces:R:3
H -2.226 1.119 1.682 -0.52 0.96 0.89
H 3.059 0.101 -0.212 0.31 -0.39 -0.30
C -0.619 -2.192 -3.348 -0.25 -2.05 -4.78
H 0.984 2.705 3.585 0.19 -0.69 -1.16
H -2.138 2.701 2.587 -0.94 2.28 -0.05
C -0.579 -1.896 -0.992 1.01 2.18 -2.01
C -0.716 -0.493 -1.214 -1.37 0.21 0.30
O -0.490 -0.937 2.092 -0.84 -3.05 0.00
C 0.918 1.965 2.738 2.02 1.92 2.57
C -0.868 0.454 -0.131 0.18 0.07 -3.78
C 3.084 -0.253 0.820 1.19 -1.40 -1.12
C -0.274 1.576 2.294 -2.00 -1.76 -2.64
C 2.078 0.436 1.553 -1.31 -2.03 -0.29
H -0.476 -2.190 0.003 0.00 -1.01 1.28
H -0.779 -2.838 -4.326 0.81 0.79 2.43
C -0.384 -2.670 -2.124 -1.13 -0.19 2.32
C -1.840 1.722 2.542 3.85 -1.95 -2.64
H -0.933 0.972 -2.866 -0.10 1.97 0.48
H 2.934 -1.358 0.872 0.24 0.70 -0.29
H 4.091 -0.007 1.239 -0.92 -0.14 -0.21
H -1.991 1.198 3.410 -0.94 -1.12 2.18
H -0.717 -0.513 -4.650 -0.31 -0.22 1.28
C -0.720 -0.870 -3.584 -0.09 1.43 -2.31
H -0.786 1.496 -0.529 -0.21 -0.72 1.00
H -0.288 -3.689 -2.038 0.40 -2.31 0.47
C -0.787 -0.009 -2.549 0.14 -0.83 0.82
N 2.115 1.404 2.301 -1.90 3.28 2.22
S -0.009 0.128 1.258 2.49 4.07 3.36
```
Forces are in eV/Å.

Values from the calculation:
total energy = -27019.780 eV
gap between HOMO and LUMO (spin up / spin down) = 5.7769 / 6.5903 eV
total charge = 0
energy relative to the best compared isomer or geometry (same formula, charge and spin) = 0.977 eV
multiplicity = 3

---

Entry 3:
The following is a quantum chemistry calculation of a molecular structure, C12H14BiN2PS, from the OMol25 dataset.

```
31
Properties=species:S:1:pos:R:3:forces:R:3
H 3.480 5.211 3.199 -0.23 -0.26 -0.15
H -3.506 0.167 0.174 0.50 1.33 -0.27
C 1.305 2.287 1.977 -1.49 0.00 -0.27
H -1.071 -1.667 0.375 0.36 0.03 0.03
H 1.160 -2.718 1.539 0.02 0.01 -0.40
N -1.630 0.314 2.558 -0.03 -0.40 0.44
C 2.290 2.774 1.111 0.18 0.26 0.42
P -2.858 1.426 -0.254 -0.34 0.31 0.23
C -0.555 1.151 2.631 0.34 -0.05 -2.43
H 1.675 4.295 4.671 0.21 0.09 -0.05
H -3.474 1.624 -1.533 0.25 -0.03 0.62
C 2.131 -2.355 -0.486 -1.27 0.27 0.67
C 1.094 2.805 3.256 0.62 0.61 -0.05
H 2.435 2.306 0.125 0.02 0.35 0.54
C 3.067 3.851 1.566 -0.25 -0.61 0.01
C 2.863 4.381 2.849 -0.24 -0.08 0.16
H -1.547 -0.511 1.938 0.28 0.67 0.41
H -2.038 0.126 3.482 0.13 -0.10 -0.88
H -0.392 -0.736 -2.078 0.66 -0.67 0.67
Bi -0.271 1.703 -0.699 -0.73 0.27 0.01
N 0.233 1.445 1.588 -0.11 -0.78 1.23
C 1.870 3.870 3.693 0.23 0.00 -0.01
H 3.837 4.276 0.921 -0.19 -0.15 0.18
C -0.051 -1.689 -0.034 0.60 0.37 -0.24
H 3.145 -2.724 -0.328 -0.34 -0.02 -0.15
C 1.612 -1.747 -1.647 -0.95 1.17 0.40
C 1.089 -2.333 0.518 0.17 0.20 -0.70
C 0.296 -1.187 -1.331 0.88 -2.11 -0.78
H -3.487 2.503 0.513 -0.10 -1.21 -0.41
H 2.099 -1.660 -2.626 -0.10 0.07 0.55
S -0.301 2.071 4.043 0.95 0.45 0.25
```
Forces are in eV/Å.

Values from the calculation:
total energy = -41609.846 eV
gap between HOMO and LUMO (spin up / spin down) = 4.4823 / 4.4873 eV
total charge = 0
energy relative to the best compared isomer or geometry (same formula, charge and spin) = 0.432 eV

---

Entry 4:
The following is a quantum chemistry calculation of a molecular structure, C12H14Br12F6O4, from the OMol25 dataset.

```
48
Properties=species:S:1:pos:R:3:forces:R:3
F -19.318 6.297 4.048 0.67 -0.11 0.05
H -18.621 1.872 7.630 0.17 0.12 0.15
Br -12.595 7.344 4.449 -0.34 -0.01 -0.45
H -18.722 2.069 5.886 0.66 -0.08 -0.05
F -19.902 7.716 5.551 0.02 0.83 0.39
C -13.743 3.543 7.337 0.10 0.12 0.99
C -18.616 2.605 6.827 -1.54 0.40 -0.38
F -9.703 1.025 -0.421 0.22 0.03 -0.54
Br -15.704 1.258 5.276 0.00 0.07 -0.42
C -19.873 3.475 6.901 0.20 -0.41 1.39
O -19.707 4.519 5.942 0.20 0.51 -0.90
Br -17.087 5.236 0.185 -0.91 0.03 0.34
H -14.805 1.840 -1.418 0.01 -0.11 0.11
Br -12.051 4.435 7.852 -0.83 -0.50 -0.62
Br -14.588 2.915 9.000 -0.08 0.31 -0.49
C -16.099 2.082 3.527 -0.30 0.05 1.21
H -18.699 3.606 1.263 0.05 0.31 0.17
F -21.377 6.802 4.198 -0.01 0.77 0.20
C -10.385 1.538 0.590 -0.97 -0.93 0.46
C -13.419 3.271 -0.658 -1.20 1.08 -0.03
Br -15.746 7.574 4.270 0.16 -0.12 -0.47
F -9.544 1.917 1.525 0.42 0.38 0.25
H -14.023 7.736 2.427 -0.13 -0.03 -0.04
H -20.794 2.909 6.760 0.00 0.10 -0.47
C -11.311 2.681 0.178 0.22 1.60 -0.17
H -15.571 3.321 -0.978 0.24 0.08 0.26
C -14.800 2.622 -0.653 0.44 -0.41 -0.91
C -20.259 6.627 4.930 -1.00 -1.65 -1.09
H -13.358 4.112 0.034 0.11 -0.23 0.29
Br -20.389 5.115 0.151 0.91 -0.31 0.13
C -18.698 4.142 0.325 0.00 -0.25 -0.88
H -13.230 3.732 -1.631 0.23 -0.35 -0.12
C -14.147 7.093 3.285 0.37 -0.55 0.89
H -15.089 2.146 0.281 0.10 0.21 0.21
Br -17.312 3.568 3.755 0.05 -0.05 -0.15
Br -14.196 5.230 2.669 0.09 0.75 -0.08
H -13.595 2.609 6.813 0.53 0.24 -0.26
H -19.981 3.924 7.892 0.07 0.18 -0.08
F -11.150 0.555 1.109 0.08 -0.17 0.01
O -12.440 2.292 -0.355 -0.10 -1.38 -0.08
Br -18.559 2.716 -1.025 -0.24 0.37 0.32
O -21.603 5.510 6.572 -0.48 0.31 0.04
C -20.620 5.483 5.900 0.62 -0.65 0.91
Br -16.881 0.755 2.406 0.23 0.05 -0.36
Br -14.880 4.646 6.244 0.32 -0.04 0.54
O -11.003 3.826 0.351 0.33 0.07 0.16
H -17.767 3.281 6.851 0.34 -0.38 -0.01
H -15.151 2.490 3.204 -0.06 -0.24 -0.43
```
Forces are in eV/Å.

Values from the calculation:
total energy = -877674.812 eV
gap between HOMO and LUMO = 9.7674 eV
total charge = 0
energy relative to the best compared isomer or geometry (same formula, charge and spin) = 0.240 eV

---

Entry 5:
The following is a quantum chemistry calculation of a molecular structure, C12H14Br15NSi, from the OMol25 dataset.

```
43
Properties=species:S:1:pos:R:3:forces:R:3
H -0.516 -5.617 0.446 -0.01 0.00 0.01
H -2.807 -1.005 5.174 0.03 0.00 -0.02
H 2.315 -0.917 -0.685 -0.04 -0.11 -0.06
H 1.997 -1.088 -3.074 0.04 0.01 -0.03
C -0.966 -2.490 2.738 -0.03 -0.12 -0.02
Br -2.004 -4.049 3.165 -0.02 -0.03 -0.06
H -0.322 -0.722 -0.396 -0.51 0.09 0.12
Br -3.208 0.290 7.236 -0.01 0.01 0.01
H -2.551 0.449 -0.098 0.48 0.15 -0.18
Br -2.075 -0.985 2.303 -0.17 0.07 0.14
C -6.191 1.633 0.497 0.00 -0.01 0.03
H -6.418 2.682 0.621 0.01 0.01 0.00
C 3.424 1.081 -2.153 -0.01 0.20 0.18
Si 2.052 -0.152 -1.930 -0.07 0.27 0.41
Br -7.656 0.852 -0.470 0.03 -0.04 0.03
H 3.210 1.995 -2.711 0.23 -0.33 -0.48
Br -2.678 -2.822 6.841 0.01 0.02 0.06
Br -4.524 1.493 -0.446 -2.04 0.08 0.36
H 4.874 0.211 -0.891 0.23 -0.32 -0.41
C -1.798 0.866 -0.753 1.49 -0.35 -0.29
C 0.400 0.726 -1.742 0.50 -0.42 -0.09
H -0.402 -2.235 3.624 0.04 0.05 -0.03
Br 0.276 -2.827 1.316 0.31 -0.11 0.07
C -1.923 2.068 -1.453 -0.42 0.23 0.13
C -0.584 0.197 -0.912 0.04 0.19 -0.07
C -1.102 -5.918 -0.411 0.04 0.04 0.09
C 0.130 1.907 -2.413 -0.27 0.15 0.03
C -2.362 -1.055 6.159 -0.06 -0.02 -0.03
Br 7.625 2.864 -2.778 0.23 0.08 -0.08
Br -5.993 0.886 2.263 -0.12 -0.03 0.05
H 6.818 4.775 -4.116 0.00 0.00 -0.01
H 0.858 2.348 -3.089 -0.05 0.02 0.03
Br -2.245 -4.441 -0.852 -0.15 0.02 -0.12
H 5.467 1.555 -2.056 -0.15 0.04 0.56
C 7.039 4.673 -3.063 -0.04 0.01 -0.01
Br 5.414 5.037 -2.102 -0.02 0.00 0.01
Br -2.114 -7.467 0.108 -0.01 -0.01 0.00
Br -0.479 -0.701 5.951 0.01 0.01 0.03
C 4.663 0.928 -1.680 -0.43 0.21 -0.11
Br 8.418 5.940 -2.641 0.00 0.01 0.01
Br 0.129 -6.311 -1.833 0.01 0.00 -0.01
H -2.820 2.685 -1.356 0.63 -0.11 -0.14
N -1.010 2.577 -2.271 0.21 0.05 -0.11
```
Forces are in eV/Å.

Values from the calculation:
total energy = -1072672.632 eV
gap between HOMO and LUMO = 9.3849 eV
total charge = 0

---

Entry 6:
The following is a quantum chemistry calculation of a molecular structure, C12H14CaN2O4, from the OMol25 dataset.

```
33
Properties=species:S:1:pos:R:3:forces:R:3
C -0.029 -0.550 4.997 -0.39 0.00 -0.57
C 1.068 -1.746 -4.264 0.53 -1.09 -0.29
H 2.257 -1.489 2.081 -0.03 -0.02 0.36
H 1.455 -1.372 6.340 -0.05 0.01 -0.26
C -1.658 3.035 -3.259 0.07 -1.01 -0.30
N -0.032 -0.189 -2.980 -0.19 0.56 0.83
C 0.201 -0.529 -4.392 -0.28 0.84 -0.06
H -2.014 1.002 4.135 0.05 -0.13 -0.22
H -1.421 3.497 -2.301 -0.14 -0.14 -0.27
O -0.845 1.126 -1.280 0.05 -0.04 -1.47
C -1.549 0.525 3.267 -0.11 0.16 -0.19
C 2.023 -1.521 4.252 0.03 -0.13 -0.30
H -2.294 -0.090 2.742 0.15 0.25 0.17
H 0.509 -2.638 -4.569 0.44 0.00 0.27
C 1.178 -1.179 5.305 -0.22 0.14 -0.29
C 0.793 -0.951 -2.148 0.45 -0.50 1.10
H -1.565 1.265 -4.477 -0.03 0.48 0.26
H -0.763 -0.233 5.730 0.32 -0.15 0.23
C -0.779 0.898 -2.517 1.01 -0.46 1.79
H -0.739 -0.739 -4.906 0.13 -0.01 0.11
C -0.349 -0.291 3.663 0.73 0.35 0.45
H 2.000 -1.650 -4.832 -0.26 -0.23 0.25
O -1.094 1.567 2.319 -0.44 0.47 0.66
N 0.479 -0.602 2.652 0.44 -0.34 0.16
O 1.428 -1.873 -2.843 -0.64 0.85 -0.25
H -1.306 2.459 2.671 0.10 -0.87 -0.31
C 1.639 -1.232 2.944 -0.40 0.16 0.21
H 2.976 -2.018 4.423 -0.21 0.12 0.02
C -1.375 1.737 -3.509 -0.75 0.97 -0.70
H -2.125 3.635 -4.039 0.19 -0.01 0.25
H 0.724 0.280 -4.917 -0.21 -0.03 0.24
Ca 0.242 0.694 0.632 0.00 -0.25 -0.08
O 0.967 -0.829 -0.919 -0.34 0.04 -1.80
```
Forces are in eV/Å.

Values from the calculation:
total energy = -42268.738 eV
gap between HOMO and LUMO = 9.0473 eV
total charge = +2

---

Entry 7:
The following is a quantum chemistry calculation of 7 unconnected molecules or ions with the total composition C12H14Cl18NO5P, from the OMol25 dataset.

```
51
Properties=species:S:1:pos:R:3:forces:R:3
Cl 8.019 0.645 4.533 -0.11 0.02 -0.13
Cl 3.827 1.491 0.792 0.04 -0.17 -0.03
C -2.675 3.852 -0.838 -0.24 -2.96 -0.02
C 6.957 1.328 3.294 0.14 0.05 -0.01
H -4.245 0.839 -3.906 0.42 0.97 0.15
H 1.156 6.485 -0.067 0.20 -0.03 -0.04
C 1.106 1.754 -1.761 0.57 -0.18 0.64
Cl 5.489 -0.888 0.589 -0.08 0.03 0.08
C 3.939 -0.239 1.145 -0.14 0.04 -0.01
Cl 3.159 7.572 0.511 -0.14 -0.15 -0.06
C -1.167 5.260 -1.745 0.68 1.81 -3.32
H 0.984 2.048 -0.646 -0.16 -0.50 -1.87
H 6.927 0.640 2.451 -0.01 0.15 0.17
N -3.040 0.490 -1.249 0.43 0.75 -0.01
O -1.673 4.851 -0.502 -2.09 1.22 -0.46
C -1.939 3.072 -2.037 0.70 1.76 -0.25
Cl 2.595 -1.116 0.398 0.11 0.05 0.09
C -3.687 -6.352 1.283 0.08 -0.05 0.14
Cl -3.959 -7.051 5.169 0.02 -0.04 0.25
P -2.491 1.374 -2.656 0.45 -0.29 -1.95
H -2.838 -4.861 -2.799 0.07 0.22 0.01
Cl -3.237 -7.954 1.880 -0.05 0.14 -0.18
Cl -1.187 -7.707 5.758 -0.15 -0.04 0.04
H 2.143 2.701 -3.470 -1.55 0.77 0.96
H 0.245 1.090 -2.134 1.16 1.25 0.50
Cl 7.585 2.880 2.723 -0.09 -0.17 0.01
H 1.915 3.873 -2.085 -1.26 -1.26 -0.89
C 2.207 6.320 -0.299 0.07 0.18 -0.04
Cl 2.414 6.421 -2.053 -0.05 0.09 0.17
C -2.867 -8.249 5.879 0.04 0.02 -0.06
Cl -2.734 -5.097 2.088 -0.12 -0.08 -0.07
Cl 5.312 1.516 3.919 0.11 -0.05 0.06
Cl -0.674 -3.972 -3.027 -0.19 -0.03 0.04
H -4.738 -6.184 1.512 0.22 -0.03 -0.08
Cl -2.791 -3.115 -1.226 0.05 0.09 -0.13
O 0.205 3.527 -3.411 -1.68 0.70 2.55
H -2.260 0.576 -0.565 -0.87 -0.17 -0.36
O -3.864 1.720 -3.672 0.77 -0.86 1.86
Cl 2.663 4.713 0.291 -0.08 0.11 0.10
Cl -3.072 -9.821 5.093 0.00 0.09 0.11
Cl -3.169 -2.933 -4.104 0.02 -0.09 0.10
H 3.878 -0.373 2.224 0.04 0.05 -0.22
O -1.207 6.395 -2.280 0.46 -4.75 3.13
H 2.039 1.073 -1.768 -1.35 1.21 -0.13
C 1.379 3.039 -2.671 1.91 -1.22 0.00
C -0.813 3.858 -2.497 -2.90 -1.54 1.25
H -3.117 -8.358 6.932 0.05 0.02 -0.23
O -3.685 3.494 -0.221 4.28 2.32 -2.10
Cl -3.479 -6.261 -0.472 -0.13 -0.29 0.13
C -2.423 -3.855 -2.790 0.11 0.08 -0.02
H -3.113 -0.507 -1.512 0.25 0.76 0.15
```
Forces are in eV/Å.

Values from the calculation:
total energy = -259087.374 eV
gap between HOMO and LUMO = 7.3654 eV
total charge = 0
energy relative to the best compared isomer or geometry (same formula, charge and spin) = 2.465 eV
SMILES = CCOC1=C(P(N)O)C(=O)OC1=O.ClC(Cl)Cl.ClC(Cl)Cl.ClC(Cl)Cl.ClC(Cl)Cl.ClC(Cl)Cl.ClC(Cl)Cl

---

Entry 8:
The following is a quantum chemistry calculation of a molecular structure, C12H14Cl2CsNO6P, from the OMol25 dataset.

```
37
Properties=species:S:1:pos:R:3:forces:R:3
H -1.300 2.682 -3.553 0.01 0.00 0.01
H 4.532 -1.103 -2.311 0.01 0.00 0.00
C 3.881 -1.925 -2.579 -0.03 -0.03 0.01
O -0.337 -2.379 -1.279 -0.33 -1.15 -0.86
H -0.201 -4.033 -2.409 0.01 -0.02 0.00
Cl -0.112 -3.491 3.237 -0.10 0.07 -0.04
O 5.103 -5.047 -4.905 -0.08 0.12 -0.29
H -1.302 5.161 -1.432 0.01 0.00 0.01
C 4.322 -2.941 -3.366 -0.01 0.08 0.00
O -0.344 -0.726 4.575 0.03 0.03 0.06
C -2.154 2.806 -2.887 -0.04 0.05 -0.03
C -0.692 4.334 -1.056 -0.01 0.05 0.00
Cl -2.787 -2.261 3.216 0.14 -0.02 -0.03
H -3.885 2.426 -0.389 0.01 -0.01 -0.01
Cs 0.357 -0.411 0.237 -0.54 1.71 -0.88
H -3.565 4.143 -0.722 -0.01 -0.01 0.01
N 3.931 -5.072 -4.551 0.23 -0.23 0.87
H -2.649 3.754 -3.116 0.00 -0.01 -0.01
H 1.518 -4.849 -3.504 0.00 0.01 -0.01
C -1.072 -2.068 2.744 -0.12 -0.13 0.16
H -2.847 1.988 -3.085 0.00 0.00 0.01
P -1.592 2.734 -1.137 0.08 -0.10 0.00
C -3.149 3.225 -0.298 -0.03 0.04 0.00
H -0.407 4.543 -0.025 -0.01 -0.01 0.01
O 3.179 -6.006 -4.791 -0.12 0.09 -0.29
C -0.487 -0.746 3.362 -0.05 0.10 0.16
C 3.455 -4.001 -3.703 0.10 -0.06 -0.33
H -2.958 3.375 0.765 0.01 0.00 0.00
C 2.534 -1.879 -2.053 0.05 0.00 -0.05
H -1.063 -2.065 1.658 -0.17 -0.16 0.22
O 2.140 -0.935 -1.330 1.89 -0.75 -1.71
H 0.223 4.274 -1.646 -0.01 -0.01 -0.01
C 1.683 -2.998 -2.423 -0.14 -0.13 -0.02
H 5.334 -2.957 -3.746 0.00 0.00 -0.01
O -0.240 0.115 2.474 -0.84 0.39 3.06
C 0.298 -3.131 -2.001 0.13 0.03 -0.05
C 2.165 -4.022 -3.235 -0.07 0.09 0.03
```
Forces are in eV/Å.

Values from the calculation:
total energy = -61327.638 eV
gap between HOMO and LUMO = 7.6466 eV
total charge = -1
energy relative to the best compared isomer or geometry (same formula, charge and spin) = 1.852 eV

---

What is the formula in the first record? C12H13N7O4

---

total energy of number 7 (C12H14Cl18NO5P)? -259087.374 eV

---

Which value of total energy does entry 3 give? -41609.846 eV

---

Among the records above, which one has the highest total energy? C12H13NOS